[1]
DFT (ωB97M-V with the def2-TZVPD basis set) results for C28H56Cl5I3N4O9P5 as an isolated structure.

```
110
Properties=species:S:1:pos:R:3:forces:R:3
C 0.2691 -5.0249 -0.4072 -0.46 -0.59 0.03
C 0.0144 -3.7686 -0.7618 0.30 0.72 0.43
C 0.1362 -3.0985 -2.1058 -0.76 -0.22 -0.31
P 1.3812 -4.5045 -2.9255 -0.03 -0.12 0.07
O 1.8889 -3.8539 -4.3260 0.19 -0.02 0.09
Cl 3.2163 -4.6744 -1.9085 0.08 0.31 -0.02
C 0.5201 -1.4739 -1.9783 -0.73 -0.30 -0.29
C 1.0305 -0.9845 -3.3973 -0.17 -0.11 0.41
Cl 0.0640 -0.0257 -4.4865 -0.51 0.49 0.05
C 2.2446 -1.0750 -3.9511 0.45 -0.20 -0.19
C 2.5534 -0.5502 -5.3244 0.37 -0.08 -0.15
Cl 3.6655 -1.7195 -3.2209 0.03 -0.19 0.26
C 1.7303 -1.1030 -1.0085 0.32 0.39 -0.28
I 2.5046 -2.3402 0.5400 0.00 -0.24 -0.21
C 2.4068 0.0677 -1.1325 -0.27 -0.16 -0.20
C 2.3392 1.2014 -2.1412 0.11 0.11 -0.11
I 3.9583 0.6609 0.1450 0.27 0.07 0.21
C -0.7979 -0.6208 -1.2893 0.35 0.56 0.34
C -0.6909 0.8848 -1.5637 0.25 0.34 0.18
C -1.5193 1.9695 -0.8551 -0.12 0.36 -0.09
C -0.7317 3.2838 -0.9019 -0.02 -0.11 -0.46
P -0.3665 -0.7341 0.6936 -0.31 -0.94 0.05
N -1.7148 -0.2998 1.5854 -0.18 0.40 0.20
O 0.4900 0.6605 0.8499 -0.18 0.06 0.26
N -2.2706 -1.0954 -1.6786 0.02 0.07 -0.99
Cl -2.6513 -0.3162 -3.3011 0.25 -0.03 0.27
P -3.7865 -0.3011 -0.8794 -0.51 -0.75 0.22
C -4.8370 0.7832 -1.8909 0.06 0.47 -0.08
C -4.3967 -0.2798 0.8339 0.28 0.39 0.58
C -2.5463 -2.6378 -2.0266 -0.05 -0.17 0.32
C -3.8414 -2.7192 -2.8487 -0.28 -0.54 0.00
O -4.3083 -4.0186 -2.5629 -0.11 -0.03 0.09
C -5.5910 -4.2904 -3.0973 0.05 -0.17 0.03
P -3.1608 -3.7382 -0.4102 0.43 -0.01 -0.22
O -2.4435 -2.8564 0.7729 0.06 0.07 0.14
Cl -5.1105 -3.1702 0.0034 -0.17 -0.13 0.06
C -1.3303 -3.3893 -2.7832 -0.01 0.20 0.00
I -1.2356 -2.9527 -4.9773 0.10 -0.03 0.02
P -1.7032 -5.2993 -3.1406 0.49 -0.16 -0.69
O -0.5741 -6.0455 -3.7067 0.05 0.12 0.11
O -2.2634 -6.0266 -1.8370 -0.29 0.16 -0.07
O -2.8828 -5.3262 -4.2271 -0.47 -0.06 0.43
H 0.5520 -5.2112 0.6234 -0.58 -0.11 0.18
H 0.1902 -5.8961 -1.0415 0.57 0.06 -0.18
H -0.1945 -3.0985 0.0571 0.69 0.28 0.03
H 2.7821 -4.1738 -4.5289 -0.13 0.09 -0.08
H 1.9066 -1.0126 -6.0719 -0.02 0.08 0.03
H 3.5855 -0.7701 -5.5789 0.03 -0.03 0.00
H 2.4132 0.5323 -5.3662 -0.02 -0.06 -0.05
H 1.4719 1.2539 -2.7822 0.02 -0.10 -0.02
H 3.2252 1.1329 -2.7797 0.00 -0.04 0.04
H 2.4316 2.1544 -1.6188 -0.10 -0.04 0.04
H 0.3164 1.1092 -1.2450 -0.03 -0.08 0.03
H -0.7041 1.1349 -2.6166 -0.09 -0.20 -0.04
H -2.4667 2.1561 -1.3642 -0.01 -0.20 0.02
H -1.7526 1.7518 0.1813 -0.03 -0.14 -0.01
H -1.3355 4.1165 -0.5428 0.11 -0.02 0.20
H 0.2052 3.2076 -0.3488 -0.09 0.07 0.15
H -0.4744 3.5207 -1.9400 0.02 -0.01 0.03
H -1.8433 0.6840 1.7812 -0.04 0.04 -0.04
H -1.7784 -0.8348 2.4412 -0.13 -0.12 -0.10
H 0.7236 0.6462 1.7960 0.27 0.15 -0.02
H -5.5916 1.0972 -1.1652 0.06 -0.05 0.07
H -5.3485 0.2620 -2.6970 0.11 0.00 -0.05
H -4.3504 1.6841 -2.2594 -0.04 -0.03 -0.07
H -5.4759 -0.1903 0.6811 0.05 -0.12 -0.14
H -4.0517 0.5678 1.4190 0.02 0.08 -0.06
H -4.2140 -1.1906 1.3858 0.11 -0.05 -0.15
H -3.7087 -2.5963 -3.9231 0.12 -0.04 0.01
H -4.5830 -2.0056 -2.4790 0.17 0.12 -0.01
H -5.5148 -4.5021 -4.1665 -0.03 0.14 -0.03
H -6.2713 -3.4556 -2.9122 -0.01 0.02 -0.05
H -5.9785 -5.1716 -2.5881 0.04 0.02 0.01
H -1.8603 -3.4456 1.2732 -0.08 0.08 0.02
H -2.7508 -6.8303 -2.0750 0.14 0.05 0.22
H -3.1558 -6.2488 -4.3523 0.08 0.16 -0.27
C -0.3455 -0.2235 6.0270 0.02 -0.05 -0.01
C 0.6608 0.8204 5.5562 -0.04 -0.18 0.03
C 0.3795 2.2406 6.0557 0.12 0.07 0.04
O -0.6856 2.8910 5.3898 -0.05 -0.09 -0.07
C -1.9837 2.5928 5.8662 -0.01 0.10 0.01
N 0.7460 0.7737 4.0896 -0.08 0.17 -0.39
H -1.2863 -0.1499 5.4783 -0.01 0.04 0.01
H 0.0520 -1.2248 5.8641 0.00 0.00 -0.03
H -0.5627 -0.1137 7.0899 -0.01 0.01 0.00
H 1.6397 0.5358 5.9510 0.02 0.05 0.01
H 1.2625 2.8526 5.8578 -0.02 0.03 -0.02
H 0.2138 2.2473 7.1400 -0.03 -0.06 -0.01
H -1.9836 2.4364 6.9488 -0.01 -0.01 0.00
H -2.4104 1.7090 5.3822 0.02 -0.02 0.04
H -2.6172 3.4483 5.6366 0.00 0.01 0.00
H 1.4987 1.3848 3.7788 0.06 -0.01 0.12
H -0.1008 1.2261 3.7467 0.00 0.08 0.07
C 6.1688 5.8594 3.3065 0.05 0.00 0.02
C 5.9756 4.4586 2.7359 -0.10 0.13 0.08
C 5.6203 4.4348 1.2447 0.07 -0.14 -0.04
O 4.2810 4.7800 0.9481 -0.03 0.03 0.03
C 4.0093 6.1670 0.8809 -0.04 -0.02 -0.05
N 4.9892 3.7440 3.5522 -0.03 -0.10 -0.12
H 5.2140 6.3592 3.4711 -0.01 0.00 -0.03
H 6.6746 5.8018 4.2692 -0.03 -0.01 0.02
H 6.7722 6.4797 2.6416 -0.01 0.00 -0.01
H 6.9276 3.9279 2.8333 0.00 -0.02 -0.04
H 5.7361 3.4068 0.8905 -0.04 -0.01 -0.05
H 6.3106 5.0596 0.6629 0.00 0.04 0.06
H 4.8608 6.7180 0.4703 0.00 0.01 0.01
H 3.7540 6.5852 1.8575 0.05 0.01 0.00
H 3.1545 6.2985 0.2183 0.00 0.00 -0.01
H 4.9437 2.7727 3.2578 0.06 -0.02 0.05
H 4.0723 4.1245 3.3336 0.00 0.05 0.05
```
Forces are in eV/Å.

HOMO energy: -10.0631 eV
E_LUMO: -3.84 eV
Kohn-Sham gap: 6.225 eV
Net charge: +1
Total energy: -187675.928 eV

Here are the Mulliken charges for atoms 1 to 8, given in e: atom 1 (C): -2.3463, atom 2 (C): -0.5599, atom 3 (C): 1.4793, atom 4 (P): 0.4095, atom 5 (O): -0.4117, atom 6 (Cl): -0.2381, atom 7 (C): 3.5364, atom 8 (C): -1.0848



[2]
DFT (ωB97M-V with the def2-TZVPD basis set) results for a 9-piece molecular cluster, C28H56Cl8O10 overall in a non-equilibrium geometry.

```
102
Properties=species:S:1:pos:R:3:forces:R:3
C 5.4011 -1.3345 3.6947 1.19 -0.93 1.90
C 6.3177 -1.2133 2.5279 0.07 0.52 -0.38
O 5.6030 -0.4854 1.5566 -1.09 1.22 -1.77
C 5.9958 -0.3612 0.2542 0.87 0.20 -0.13
C 5.3147 0.8068 -0.4769 -1.12 -0.89 1.36
O 6.8458 -1.0474 -0.2701 -0.69 0.27 0.74
H 5.7329 -2.1224 4.3932 0.12 -0.06 -0.47
H 4.3760 -1.5558 3.5162 -0.75 0.03 -0.70
H 5.5033 -0.4781 4.3224 -0.41 1.00 0.24
H 7.1979 -0.6150 2.7358 0.31 -0.08 0.43
H 6.6459 -2.1370 2.1386 0.27 -1.22 -0.54
H 4.2755 0.5296 -0.7238 0.43 0.11 0.02
H 5.8341 1.0105 -1.3763 0.59 0.17 -0.77
H 5.2221 1.6941 0.1552 0.24 -0.16 -0.01
C -4.0668 5.8789 -1.2925 -0.52 -1.09 0.46
C -2.8285 5.2297 -1.8095 2.07 -0.18 0.97
O -2.8749 5.2656 -3.2420 0.01 -1.05 -0.63
C -2.4581 4.1817 -3.9279 0.99 -1.52 -0.06
C -2.6682 4.2847 -5.4362 -1.20 1.00 0.16
O -1.9139 3.1871 -3.4438 -1.00 1.76 -0.17
H -3.8874 6.1793 -0.2437 -0.29 0.03 -0.54
H -4.8619 5.0823 -1.2963 0.27 1.28 -0.13
H -4.2334 6.7299 -1.9562 -0.59 -0.01 0.40
H -1.9437 5.8630 -1.5034 -0.65 -0.82 -0.39
H -2.6647 4.1836 -1.4183 -0.18 1.08 -0.62
H -3.7891 4.2204 -5.6961 1.75 0.23 0.41
H -2.1276 3.4885 -5.9278 -0.02 -0.23 0.06
H -2.2461 5.2539 -5.7847 -0.54 -0.54 0.16
C 0.1918 0.4314 5.7265 -0.34 -1.63 -1.22
C -0.1360 0.6005 4.2336 2.81 0.07 0.32
O 0.9170 1.5079 3.7243 0.45 -0.33 1.20
C 0.8136 2.0251 2.5208 -1.12 -1.32 -0.37
C 1.9969 2.8640 2.1454 -0.32 0.79 0.82
O -0.1500 1.7362 1.8177 0.93 0.93 0.17
H 0.0560 1.3625 6.2129 0.29 0.90 0.54
H 1.1362 -0.0779 5.9524 0.07 0.61 -0.32
H -0.5430 -0.2444 6.1379 -0.53 -0.19 0.17
H -0.1206 -0.2889 3.5908 -0.07 0.06 0.42
H -1.0221 1.1262 4.1380 -1.98 0.73 -0.29
H 2.9548 2.3887 2.3827 -0.34 -0.10 -0.17
H 1.9704 3.8162 2.7238 -0.06 -0.62 -0.33
H 1.8681 3.0895 1.1113 0.33 0.18 -0.79
C -0.6663 -5.8381 -0.6249 0.96 -0.07 -0.51
C -0.8183 -6.3473 0.7410 0.38 -0.91 2.29
O -0.7044 -5.1653 1.6427 -1.70 -0.70 0.12
C -1.9221 -4.7954 2.2186 1.47 -0.95 -1.00
C -1.7500 -3.6024 3.0651 1.20 1.25 -0.73
O -2.9206 -5.3968 1.9739 -1.10 -0.01 0.16
H 0.0863 -5.0877 -0.4483 0.17 0.76 -1.00
H -1.6184 -5.4603 -0.9298 -0.41 0.79 -0.32
H -0.3356 -6.5192 -1.4082 0.11 -0.29 0.33
H -1.7519 -6.8646 0.8687 -0.55 0.19 0.34
H -0.0881 -7.0534 1.1770 0.22 0.48 -0.78
H -0.6445 -3.5203 3.1921 -0.88 0.64 -0.14
H -2.1781 -3.6666 4.0400 -0.63 -0.31 0.50
H -2.2238 -2.7423 2.5028 0.80 -0.75 0.72
C 2.4060 -2.2899 1.2138 -1.37 0.17 -0.62
C 2.3530 -0.8719 0.6343 -0.15 -0.51 -0.65
O 0.9875 -0.6824 0.2281 -0.92 1.02 -1.19
C 0.6906 0.3996 -0.5872 0.25 -1.37 1.30
C -0.7656 0.5347 -0.8467 -0.36 1.19 -0.68
O 1.5224 1.1757 -0.9717 0.54 0.05 -0.10
H 3.3773 -2.7247 1.1318 0.69 -0.28 -0.23
H 1.6567 -2.8623 0.6099 0.84 0.16 0.39
H 2.0915 -2.4080 2.2420 -0.15 0.38 0.35
H 2.5415 -0.0403 1.3082 0.71 -0.14 0.15
H 3.0095 -0.8563 -0.2677 -0.52 0.26 0.74
H -1.2258 0.7423 0.1006 0.00 0.35 0.56
H -1.2922 -0.3675 -1.1298 0.30 -0.16 -0.68
H -0.9227 1.4386 -1.5182 -0.01 -1.41 0.59
Cl 3.9354 2.3979 -4.8170 0.06 -0.15 -1.01
C 2.8947 2.5160 -3.4031 0.01 -0.85 0.62
C 1.4950 3.0702 -3.5934 0.28 -1.42 -0.02
Cl 1.6417 4.7631 -4.0370 -0.47 0.59 0.00
H 3.4740 3.1815 -2.7881 -0.15 0.18 0.71
H 2.8745 1.5100 -2.9401 -0.16 0.65 -0.25
H 1.0054 2.8845 -2.6213 -0.03 0.64 -0.47
H 0.9170 2.5346 -4.3722 0.38 0.37 0.38
Cl -4.7137 3.1506 1.2182 0.14 -0.34 0.16
C -3.1183 2.3274 1.5081 -0.18 0.47 -1.17
C -3.2277 0.9793 2.1463 0.91 -0.14 1.08
Cl -3.8787 1.0974 3.8353 0.23 -0.09 -0.28
H -2.5457 3.0751 2.0977 -0.05 -0.88 -0.65
H -2.7496 2.1190 0.4659 0.11 0.68 1.15
H -2.1862 0.5560 2.2129 -1.10 0.37 -0.04
H -3.8828 0.2955 1.6314 -0.14 -0.06 -0.30
Cl -2.0751 -0.2426 -4.1301 0.13 -0.39 -0.17
C -1.0709 -1.6962 -3.7947 1.30 1.68 1.18
C 0.4390 -1.2716 -3.8207 -1.39 -0.06 2.32
Cl 1.4013 -2.4218 -2.7725 -0.30 0.16 -0.63
H -1.2503 -2.4531 -4.4951 -0.36 -0.88 -1.23
H -1.3672 -2.0629 -2.8292 -0.02 -0.02 0.49
H 0.6140 -0.2913 -3.3018 -0.32 -0.80 -1.08
H 0.7331 -1.3628 -4.8299 0.97 0.32 -0.87
Cl -2.8445 -2.3609 -0.2400 0.63 0.63 0.41
C -4.5653 -2.7319 -0.5300 0.98 -0.31 0.65
C -4.4630 -3.7566 -1.6013 -0.97 -0.07 -0.37
Cl -6.1312 -4.2263 -2.0929 0.22 -0.46 0.23
H -5.0684 -1.8342 -0.7917 -0.39 0.67 -0.49
H -4.9322 -3.0752 0.4191 -0.35 -0.46 0.22
H -3.7955 -4.5657 -1.2914 -0.67 -0.21 -0.15
H -4.0878 -3.2896 -2.4866 0.54 0.18 -0.47
```
Forces are in eV/Å.

HOMO energy: -10.3502 eV
E_LUMO: 0.38 eV
Kohn-Sham gap: 10.728 eV
Total energy: -150599.640 eV
Energy relative to the best compared isomer or geometry (same formula, charge and spin): 0.563 eV

Here are the Mulliken charges for atoms 1 to 8, given in e: atom 1 (C): -1.0603, atom 2 (C): -0.3789, atom 3 (O): -0.1603, atom 4 (C): 0.6051, atom 5 (C): -0.5242, atom 6 (O): -0.5944, atom 7 (H): 0.3823, atom 8 (H): 0.1834



[3]
DFT (ωB97M-V with the def2-TZVPD basis set) results for a 3-piece molecular cluster, C28H56N3O8P overall in a non-equilibrium geometry.

```
96
Properties=species:S:1:pos:R:3:forces:R:3
C -5.0720 4.4745 5.9178 -0.01 0.29 -0.41
C -3.8147 3.7872 5.4040 0.23 0.60 -0.28
O -2.9292 3.3429 6.4589 -1.06 -0.77 -0.90
P -3.2220 1.8905 7.0793 1.17 0.15 1.11
O -3.0202 1.9634 8.5263 -0.17 -0.11 0.66
C -2.0371 0.6718 6.4214 -0.34 0.09 -0.27
C -0.6215 1.2523 6.2433 -0.60 0.57 -0.10
C -0.1310 1.4453 4.7837 -0.09 0.04 1.18
C -1.2999 1.7565 3.8321 0.11 -0.35 -0.66
C -1.0129 2.7314 2.6754 -0.65 -0.41 -0.29
C -0.7166 2.1259 1.3186 1.11 0.37 -0.77
O 0.1470 2.6226 0.6045 -0.69 -0.68 0.71
N -1.4486 0.9929 0.8930 0.10 0.97 -0.23
C -1.2634 0.6631 -0.4939 -0.48 0.37 0.89
C -0.2272 -0.1069 -0.9066 1.38 -0.80 1.13
C -0.0860 -0.4427 -2.2172 0.63 -0.48 -0.33
C -0.9898 0.0209 -3.1221 0.15 -0.46 -1.88
C -2.0317 0.8071 -2.7359 -0.60 0.40 -0.57
C -2.1532 1.1294 -1.4204 -1.15 0.77 0.65
O 0.7074 2.6074 4.8952 0.43 -0.45 -0.09
C 1.8988 2.6459 4.1343 0.00 0.69 -0.20
C 0.6433 0.1482 4.4548 0.06 -0.63 -0.79
C 0.8340 -0.1923 2.9753 0.38 -0.42 0.45
O -0.0501 -0.9794 5.0222 -0.20 0.22 -0.22
C 0.8396 -1.9362 5.5351 0.41 -0.15 0.12
O -4.7139 1.4948 6.6473 0.51 0.15 -0.04
C -5.4086 0.6439 7.5750 -0.98 -0.66 -0.18
C -5.0440 -0.8230 7.4402 -0.32 0.23 0.43
H -4.9378 4.8230 6.9380 -0.03 -0.17 0.13
H -5.9651 3.8682 5.8132 0.00 -0.25 0.33
H -5.2475 5.3638 5.3112 -0.01 0.07 -0.02
H -4.0441 2.9717 4.7179 -0.15 -0.13 0.11
H -3.2465 4.5091 4.8203 0.28 -0.01 0.12
H -1.9983 -0.0745 7.2101 -0.16 -0.08 0.11
H -2.4433 0.1614 5.5491 0.20 0.03 -0.14
H -0.5983 2.2313 6.7195 0.07 0.16 -0.13
H 0.0972 0.6580 6.7971 0.09 -0.16 -0.04
H -2.1662 2.1333 4.3609 0.22 0.14 0.37
H -1.6376 0.8146 3.3945 -0.07 -0.07 0.05
H -1.9239 3.3170 2.5113 -0.05 0.07 0.02
H -0.2346 3.4597 2.8626 0.08 -0.04 0.20
H -2.4397 1.0933 1.0812 0.07 -0.17 0.43
H 0.5100 -0.4688 -0.2025 -0.08 0.04 0.23
H 0.7277 -1.0790 -2.5281 0.14 -0.02 -0.05
H -0.8807 -0.2333 -4.1688 0.01 -0.05 -0.07
H -2.7395 1.1868 -3.4560 -0.07 0.01 -0.10
H -2.9639 1.7666 -1.0871 -0.07 0.05 -0.01
H 2.6667 1.9471 4.4671 -0.12 -0.25 -0.04
H 2.3181 3.6419 4.2688 -0.07 0.08 0.15
H 1.7062 2.5543 3.0648 0.11 -0.25 -0.08
H 1.6221 0.1477 4.9358 0.06 0.57 0.16
H 1.4411 -1.0986 2.9342 0.08 -0.04 -0.05
H 1.3718 0.5569 2.4010 -0.22 0.17 -0.08
H -0.1204 -0.4640 2.5407 -0.10 0.27 -0.23
H 1.6907 -2.1260 4.8722 -0.05 0.06 -0.16
H 1.2625 -1.6177 6.4948 -0.10 0.03 0.10
H 0.3307 -2.8862 5.6643 -0.27 0.03 0.06
H -6.4609 0.7199 7.3050 -0.03 0.27 -0.14
H -5.3335 0.9793 8.6050 0.44 0.27 -0.04
H -4.0645 -1.0555 7.8493 0.19 -0.01 -0.27
H -5.1806 -1.1508 6.4127 0.30 -0.09 -0.08
H -5.7661 -1.3662 8.0517 -0.02 -0.13 0.01
C -0.4905 0.5092 -8.4527 -0.12 0.02 0.20
O -0.0312 -0.4797 -7.5507 0.03 0.00 -0.14
C 1.2385 -1.0317 -7.8549 0.12 -0.28 0.07
C 2.4359 -0.1823 -7.4070 -0.17 0.28 -0.10
C 2.6980 1.0309 -8.2956 0.13 0.01 -0.10
N 2.2969 0.2624 -6.0197 -0.12 -0.20 0.06
H -0.1756 0.2983 -9.4786 0.06 0.02 0.00
H -0.1468 1.5028 -8.1555 0.05 0.04 -0.14
H -1.5801 0.5104 -8.4166 0.01 -0.06 0.01
H 1.2811 -1.9784 -7.3109 -0.02 0.04 0.05
H 1.3019 -1.2785 -8.9237 0.00 0.13 -0.04
H 3.3191 -0.8238 -7.4651 -0.08 -0.12 0.03
H 1.9984 1.8438 -8.1024 -0.05 -0.04 0.02
H 3.6989 1.4217 -8.1108 -0.02 0.00 0.06
H 2.6330 0.7668 -9.3536 -0.02 0.00 0.01
H 2.2354 -0.5585 -5.4229 0.19 0.00 0.00
H 1.3822 0.6993 -5.9335 0.07 0.13 0.02
C 2.7676 -3.6342 -4.7756 -0.18 0.07 -0.15
O 3.3821 -2.9576 -5.8584 0.01 -0.04 0.17
C 4.7753 -3.1749 -5.9913 0.22 0.16 -0.14
C 5.1581 -4.4856 -6.6942 -0.31 -0.14 0.09
C 4.9992 -5.7241 -5.8177 0.14 -0.09 0.07
N 4.4030 -4.6835 -7.9359 0.05 0.25 0.01
H 3.4340 -3.7049 -3.9117 0.04 -0.04 -0.02
H 2.4357 -4.6310 -5.0730 0.06 -0.07 0.12
H 1.8823 -3.0649 -4.4880 0.03 0.04 -0.02
H 5.1393 -2.3457 -6.6045 -0.07 0.02 -0.01
H 5.2705 -3.0845 -5.0159 -0.04 -0.10 0.04
H 6.2176 -4.4067 -6.9549 0.00 0.10 -0.01
H 3.9583 -6.0328 -5.7249 -0.03 0.06 -0.02
H 5.5425 -6.5630 -6.2522 -0.03 0.02 -0.05
H 5.3967 -5.5522 -4.8151 -0.02 0.01 0.00
H 4.5984 -3.9137 -8.5704 0.08 -0.09 -0.06
H 3.4160 -4.5751 -7.7155 -0.01 -0.12 0.00
```
Forces are in eV/Å.

HOMO energy: -9.1000 eV
E_LUMO: 0.47 eV
Kohn-Sham gap: 9.573 eV
Total energy: -60083.410 eV

Here are the Mulliken charges for atoms 1 to 8, given in e: atom 1 (C): -1.4284, atom 2 (C): -0.1148, atom 3 (O): -0.2877, atom 4 (P): 0.8759, atom 5 (O): -0.8961, atom 6 (C): -0.5755, atom 7 (C): -2.4683, atom 8 (C): 2.5138